The following is a quantum chemistry calculation of a 2-piece molecular cluster, C2H4O2S overall at a distorted geometry, from the OMol25 dataset.

Each line ends with the Mulliken charge.
Geometry (Å):
C -1.416 -0.750 -0.001  -0.29
C 0.626 0.795 -0.174  -0.54
O 2.911 0.138 0.904  -0.47
O -0.927 -1.665 0.603  -0.39
S 2.234 0.587 -0.288  0.37
H -1.750 0.194 0.463  0.37
H -1.873 -0.855 -0.997  0.30
H 0.170 0.779 -1.153  0.28
H 0.024 0.777 0.644  0.37

Atoms 1-2, force components in eV/Å:
-2.0695 -0.9798 0.5311
2.9278 0.0253 -2.3616

Properties
Energy, Ha: -627.1600
F_max, eV/Å: 3.762
HOMO energy, eV: -9.99
Net charge: 0
E_LUMO, eV: -0.54
Gap between HOMO and LUMO, eV: 9.4
ΔE to the lowest compared entry with this formula, charge and spin, kcal per mole: 77.87

The following is a quantum chemistry calculation of a 4-piece molecular cluster, C2H12NO3S overall at a distorted geometry, from the OMol25 dataset.

Each line ends with the Mulliken charge.
Geometry (Å):
C 1.514 1.459 -0.150  -0.59
C 0.374 1.674 -1.098  -0.53
S -0.243 0.050 -1.898  -0.66
N 1.108 1.197 1.274  -0.60
H 2.207 2.229 -0.001  0.30
H 2.062 0.614 -0.461  0.34
H 0.793 2.318 -1.822  0.28
H -0.550 2.326 -0.638  0.20
H 1.053 0.253 1.529  0.29
H 0.231 1.652 1.668  0.15
H 1.503 -2.085 0.391  0.30
H 0.571 -2.681 -0.612  0.36
O 1.516 -2.817 -0.265  -0.68
H -1.690 0.646 1.441  0.31
H -2.452 -0.721 1.222  0.31
O -2.123 -0.074 1.889  -0.67
H -2.249 -2.630 -1.125  0.28
H -1.835 -1.272 -0.904  0.21
O -1.789 -2.139 -0.441  -0.63

Atoms 1-2, force components in eV/Å:
-2.1652 -0.7537 2.8321
-2.5658 0.0915 0.4171

Properties
Energy, Ha: -762.0714
F_max, eV/Å: 3.644
HOMO energy, eV: -3.21
Net charge: -1
E_LUMO, eV: 3.61
Gap between HOMO and LUMO, eV: 6.8
ΔE to the lowest compared entry with this formula, charge and spin, kcal per mole: 32.71

The following is a quantum chemistry calculation of C11H29MnN3S2 as an isolated structure at a distorted geometry, from the OMol25 dataset.

Each line ends with the Mulliken spin population.
Geometry (Å):
Mn -0.230 0.260 -0.381  4.50
S 0.070 -1.992 -1.508  -0.19
S 1.078 1.722 1.283  -0.21
C 1.471 -2.889 -0.739  0.02
C 0.990 -1.256 -2.936  0.03
C 2.080 -0.267 -2.542  0.00
N 1.521 0.830 -1.702  -0.15
C 2.604 1.635 -1.095  0.00
C 2.048 2.576 -0.042  0.02
H 0.223 -0.792 -3.572  0.01
H 1.410 -2.100 -3.490  -0.01
H 2.556 0.150 -3.454  0.00
H 2.842 -0.787 -1.937  0.00
H 3.134 2.220 -1.867  0.00
H 3.311 0.935 -0.621  0.00
H 1.354 3.315 -0.470  0.01
H 2.843 3.124 0.466  -0.01
C 2.448 0.751 2.027  0.02
H 1.007 1.451 -2.336  0.00
H 2.801 -0.057 1.372  -0.01
H 2.040 0.350 2.961  0.00
H 3.274 1.432 2.269  -0.01
H 1.017 -3.498 0.050  0.00
H 2.243 -2.221 -0.333  -0.01
H 1.908 -3.558 -1.492  -0.01
C -1.798 2.331 -2.505  0.03
C -3.042 2.217 -1.957  0.00
H -1.465 1.645 -3.293  -0.01
H -1.146 3.174 -2.265  0.00
H -3.735 1.392 -2.210  0.00
H -3.490 2.984 -1.301  0.00
N -2.296 0.436 0.059  0.01
C -2.669 0.676 1.484  0.02
C -2.796 -0.630 2.239  0.01
C -1.730 -1.658 1.849  0.00
N -0.409 -1.064 1.570  -0.09
H -2.808 -0.353 -0.353  0.02
H -2.485 1.243 -0.555  -0.01
H -1.930 1.346 1.940  -0.01
H -3.631 1.190 1.467  0.01
H -2.762 -0.469 3.324  0.00
H -3.783 -1.075 2.038  0.00
H -1.624 -2.419 2.637  0.00
H -2.041 -2.199 0.945  0.00
H 0.311 -1.790 1.457  0.00
H -0.077 -0.460 2.331  0.01

Atoms 1-2, force components in eV/Å:
1.1925 -1.0425 1.2046
0.8230 0.6084 -0.5650

Properties
Multiplicity: 5
Energy, Ha: -2547.1004
F_max, eV/Å: 1.990
HOMO energy (alpha / beta), eV: -19.65 / -19.63
Net charge: +3
E_LUMO (alpha / beta), eV: -14.44 / -11.04
Expectation value of S²: 6.405
Gap between HOMO and LUMO (alpha / beta), eV: 5.2 / 8.6
ΔE to the lowest compared entry with this formula, charge and spin, kcal per mole: 0.00